1.
DFT (ωB97M-V with the def2-TZVPD basis set) results for C20H19BrN4O2RhSSi as an isolated structure.

Properties
**F_max**: 0.22 eV Å⁻¹
**Energy above the lowest of the compared OMol25 structures with the same formula, charge and spin**: 0.0 kcal/mol
**Total charge**: +1
**Orbital gap**: 0.269 Ha
**HOMO**: -11.9 eV
**E_LUMO**: -4.602 eV

Last column: Mulliken charge in e.
Element x y z (Å)
Rh: 0.1228 1.1728 -1.5179  0.375
C: -1.0661 -2.5657 4.2943  -1.136
Si: 0.0559 -1.7420 3.0594  0.142
C: 1.1508 -2.9727 2.1827  -0.964
C: 1.0538 -0.3768 3.8465  -1.026
C: -1.0597 -0.9569 1.7265  0.168
C: -2.4414 -1.1314 1.6790  0.052
C: -3.2244 -0.5848 0.6621  -0.895
C: -2.6107 0.1453 -0.3307  -0.739
N: -1.2892 0.3373 -0.2980  0.086
C: -0.5493 -0.1823 0.6901  0.248
S: 1.1040 0.3166 0.3408  0.015
H: -0.4699 -2.9769 5.1115  0.352
H: -1.6253 -3.3937 3.8541  0.332
H: -1.7766 -1.8618 4.7326  0.347
H: 1.8101 -3.4746 2.8940  0.407
H: 1.7906 -2.4857 1.4426  0.306
H: 0.5663 -3.7434 1.6755  0.319
H: 1.5569 -0.7528 4.7400  0.374
H: 0.4182 0.4579 4.1490  0.342
H: 1.8255 0.0113 3.1790  0.334
H: -2.9276 -1.7155 2.4514  0.452
H: -4.2944 -0.7319 0.6401  0.449
H: -3.1563 0.5925 -1.1507  0.516
Br: -1.4476 3.0183 1.3189  -0.061
C: -0.0696 3.7627 0.2840  0.401
C: 0.3703 5.0256 0.6526  -0.678
C: 1.3581 5.6381 -0.0921  -0.311
C: 1.8744 4.9709 -1.1907  -0.655
C: 1.3933 3.7175 -1.4874  0.713
N: 0.4268 3.1018 -0.7650  -0.057
C: 1.9510 2.9681 -2.6784  0.287
O: 2.7493 3.4881 -3.4087  -0.613
O: 1.4851 1.7492 -2.8027  -0.786
H: -0.0719 5.5057 1.5123  0.412
H: 1.7145 6.6222 0.1802  0.450
H: 2.6422 5.3826 -1.8299  0.515
N: 0.4151 -5.2485 -1.6198  -0.437
C: 0.3026 -4.2425 -2.1604  -0.186
C: 0.1602 -2.9663 -2.8047  -0.017
C: -0.0308 -2.8495 -4.1772  -0.100
C: -0.1672 -1.5834 -4.7172  -0.875
C: -0.1108 -0.4866 -3.8795  -0.143
N: 0.0647 -0.6074 -2.5554  0.362
C: 0.2078 -1.8209 -2.0251  0.051
H: -0.0659 -3.7326 -4.8002  0.535
H: -0.3072 -1.4378 -5.7780  0.414
H: -0.1795 0.5198 -4.2710  0.470
H: 0.3711 -1.8800 -0.9583  0.454

=====

2.
DFT (ωB97M-V with the def2-TZVPD basis set) results for C20H19CeN5O2 as an isolated structure in a non-equilibrium geometry.

Properties
**F_max**: 4.72 eV Å⁻¹
**Total charge**: +4
**Orbital gap (alpha / beta)**: 0.148 / 0.148 Ha
**HOMO (alpha / beta)**: -20.8 / -20.8 eV
**E_LUMO (alpha / beta)**: -16.737 / -16.738 eV

Last column: Mulliken charge in e.
Element x y z (Å)
N: 0.2070 2.2534 -0.4216  -0.354
C: 0.2934 3.4187 -0.3759  0.713
C: 0.3597 4.8389 -0.3944  -0.993
H: -0.6762 5.2339 -0.4674  0.347
H: 0.9603 5.1462 -1.2774  0.382
H: 0.8440 5.1773 0.5451  0.383
N: 1.9967 -1.3011 -0.8412  -0.292
C: 2.9640 -1.9315 -0.9113  0.571
C: 4.1601 -2.7096 -1.1235  -0.978
H: 4.7795 -2.2140 -1.9109  0.348
H: 3.8746 -3.7343 -1.4642  0.352
H: 4.7453 -2.7777 -0.1761  0.375
N: -1.9776 -1.0994 -0.4208  -0.335
C: -3.0091 -1.6481 -0.3739  0.724
C: -4.2820 -2.2816 -0.3939  -1.045
H: -4.2659 -3.1143 0.3396  0.372
H: -4.4633 -2.6674 -1.4205  0.409
H: -5.0492 -1.5271 -0.1184  0.357
Ce: 0.0157 -0.0101 -0.6490  1.215
C: 0.2336 -2.0279 1.2272  0.401
O: 0.2266 -2.8937 1.9911  -0.129
C: 1.9493 0.6064 1.2269  0.409
O: 2.7378 0.9642 1.9907  -0.131
C: 0.6107 1.2772 -3.4784  -0.391
C: -0.7876 1.3472 -3.3575  -0.369
C: -1.5520 0.1681 -3.3581  -0.383
C: -0.9173 -1.0800 -3.4779  -0.376
C: 0.4785 -1.1474 -3.6005  -0.414
C: 1.2420 0.0303 -3.6001  -0.409
H: 1.2011 2.1958 -3.5221  0.505
H: -1.2816 2.3212 -3.3051  0.514
H: -2.6429 0.2216 -3.3073  0.514
H: -1.5148 -1.9941 -3.5202  0.505
H: 0.9693 -2.1137 -3.7366  0.508
H: 2.3246 -0.0231 -3.7354  0.502
N: 0.2005 -0.1306 7.3158  -0.219
C: 0.1713 -0.1115 6.1445  -0.492
C: -0.0959 0.0623 4.7228  0.708
C: -0.9242 -0.8404 4.0435  -0.245
C: -1.3167 -0.5242 2.7401  -0.579
N: -0.9136 0.5949 2.1224  -0.118
C: -0.0530 1.4160 2.7402  -0.600
C: 0.3949 1.1850 4.0436  -0.233
H: -1.3040 -1.7433 4.5315  0.578
H: -2.1177 -1.0857 2.2416  0.408
H: 0.1370 2.3756 2.2416  0.412
H: 1.0670 1.8976 4.5316  0.575

=====

3.
DFT (ωB97M-V with the def2-TZVPD basis set) results for C20H19Cl2N15PSTl as an isolated structure.

Properties
**F_max**: 0.34 eV Å⁻¹
**Energy above the lowest of the compared OMol25 structures with the same formula, charge and spin**: 0.0 kcal/mol
**Orbital gap**: 0.273 Ha
**HOMO**: -7.5 eV
**E_LUMO**: -0.109 eV

Last column: Mulliken charge in e.
Element x y z (Å)
Tl: 0.3292 0.0330 -0.9802  1.359
C: -1.3255 3.3652 4.0195  -0.791
N: -0.7270 3.2922 2.6981  0.212
C: -0.4082 4.3551 1.8980  -0.305
C: 0.1168 3.8270 0.7503  -0.837
N: 0.1246 2.4676 0.8341  0.179
C: -0.3873 2.1666 2.0104  -0.179
P: -0.6655 0.4719 2.6050  -0.357
C: -1.8391 -0.0461 1.3085  -0.033
N: -1.7505 0.1691 0.0034  -0.162
C: -2.8485 -0.3999 -0.5790  -0.686
C: -3.6236 -0.9456 0.3980  -0.403
N: -2.9794 -0.7130 1.5829  0.403
C: -3.3803 -1.2426 2.8786  -0.736
C: 0.9259 -0.2346 2.0658  -0.145
N: 1.5124 -0.2033 0.8771  0.109
C: 2.6964 -0.8815 0.9768  -0.369
C: 2.8345 -1.3131 2.2568  -0.628
N: 1.7210 -0.8957 2.9319  0.295
C: 1.3510 -1.3084 4.2779  -0.757
H: -1.5002 4.4096 4.2627  0.321
H: -2.2780 2.8383 4.0406  0.301
H: -0.6621 2.9351 4.7680  0.305
H: -0.5808 5.3691 2.2147  0.405
H: 0.4759 4.3395 -0.1263  0.497
H: -2.9969 -0.3861 -1.6457  0.536
H: -4.5587 -1.4754 0.3592  0.435
H: -4.2210 -1.9131 2.7248  0.297
H: -2.5546 -1.8159 3.2951  0.330
H: -3.6764 -0.4381 3.5495  0.274
H: 3.3474 -1.0318 0.1333  0.429
H: 3.6103 -1.8800 2.7392  0.417
H: 2.1509 -1.9268 4.6750  0.331
H: 1.2101 -0.4445 4.9235  0.278
H: 0.4357 -1.8967 4.2203  0.299
N: -0.3499 -3.8971 -1.3077  -0.054
C: -0.5506 -3.5360 0.0046  0.333
N: -1.0084 -4.3758 0.9305  -0.635
N: -1.0258 -3.6424 2.0482  -0.939
N: -0.5970 -2.4453 1.7997  -0.053
N: -0.2859 -2.3336 0.4867  0.375
C: 0.0191 -3.0697 -2.3356  0.468
N: 0.1345 -3.5227 -3.5705  -0.541
N: 0.5167 -2.4592 -4.3027  -0.760
N: 0.6238 -1.4182 -3.5719  -0.202
N: 0.3181 -1.7610 -2.2858  0.274
H: -0.5845 -4.8384 -1.5721  0.236
Cl: 3.0604 0.5038 -2.2894  -0.137
C: 2.4046 1.0964 -3.7997  0.877
C: 3.2348 0.9774 -4.8980  -0.753
C: 2.8084 1.4305 -6.1327  -0.419
C: 1.5524 2.0007 -6.2515  -0.718
C: 0.7338 2.0975 -5.1402  0.278
Cl: -0.8279 2.8214 -5.3644  -0.228
C: 1.1196 1.6420 -3.8709  0.054
S: -0.0219 1.8573 -2.5504  -0.287
H: 4.2075 0.5231 -4.7755  0.423
H: 3.4505 1.3366 -6.9972  0.367
H: 1.1894 2.3661 -7.2014  0.412

=====

4.
DFT (ωB97M-V with the def2-TZVPD basis set) results for one molecule with the formula C20H19ClN2O2S.

Properties
**F_max**: 0.98 eV Å⁻¹
**Energy above the lowest of the compared OMol25 structures with the same formula, charge and spin**: 49.1 kcal/mol
**Structure (SMILES)**: C=CCOC(=O)C1=C(C)NC(=S)[C@](C#N)(CC=C)[C@@H]1c1ccccc1Cl
**Orbital gap**: 0.312 Ha
**HOMO**: -8.8 eV
**E_LUMO**: -0.295 eV

Last column: Mulliken charge in e.
Element x y z (Å)
C: 4.9639 1.2942 -2.0849  -0.833
C: 3.8745 1.6301 -1.4223  0.006
C: 3.2792 0.8123 -0.3175  -0.554
O: 1.9108 0.5029 -0.5828  -0.008
C: 0.9844 1.3512 -0.1224  -0.143
O: 1.2455 2.3688 0.4776  -0.670
C: -0.3734 0.8827 -0.4585  -0.318
C: -1.3693 1.7425 -0.7617  0.739
C: -1.3061 3.2314 -0.7220  -1.738
N: -2.5844 1.2465 -1.2011  0.204
C: -3.0023 -0.0317 -1.1027  -0.739
S: -4.4706 -0.4739 -1.6728  -0.282
C: -2.0883 -0.9585 -0.3382  1.922
C: -2.3160 -2.3325 -0.7494  -0.679
N: -2.4885 -3.4243 -1.0339  -0.572
C: -2.5150 -0.8937 1.1609  -1.266
C: -2.5383 0.4896 1.7316  -0.017
C: -3.6423 1.2034 1.8575  -0.993
C: -0.6057 -0.6001 -0.6413  0.298
C: 0.3302 -1.4786 0.1509  0.034
C: 0.6341 -1.1973 1.4795  0.007
C: 1.4668 -2.0157 2.2195  -1.179
C: 2.0175 -3.1453 1.6394  -0.683
C: 1.7447 -3.4380 0.3165  -0.609
C: 0.9115 -2.6094 -0.4194  0.780
Cl: 0.6362 -3.0120 -2.0798  -0.190
H: 5.3682 1.9164 -2.8642  0.271
H: 5.5023 0.3867 -1.8666  0.253
H: 3.3372 2.5413 -1.6478  0.272
H: 3.7842 -0.1505 -0.2150  0.303
H: 3.3325 1.3714 0.6260  0.341
H: -1.5201 3.6438 -1.7079  0.389
H: -2.0546 3.6075 -0.0251  0.347
H: -0.3295 3.5668 -0.3917  0.388
H: -3.2505 1.9024 -1.5919  0.391
H: -3.5206 -1.3195 1.2174  0.691
H: -1.8393 -1.5327 1.7334  0.388
H: -1.5910 0.9024 2.0495  0.168
H: -3.6338 2.1936 2.2801  0.338
H: -4.6028 0.8233 1.5488  0.300
H: -0.4436 -0.8265 -1.7061  0.976
H: 0.2342 -0.3039 1.9353  0.289
H: 1.6854 -1.7688 3.2473  0.447
H: 2.6653 -3.7923 2.2105  0.434
H: 2.1774 -4.3063 -0.1549  0.495

=====

> Among the records above, which one has the lowest F_max?

C20H19BrN4O2RhSSi